[1]
This record from the Open Molecules 2025 dataset describes a 2-piece molecular cluster, C15H23BrN4O2 overall at a distorted geometry. The level of theory is ωB97M-V/def2-TZVPD.

```
45
C15H23BrN4O2, DFT ωB97M-V/def2-TZVPD
C 0.386 4.235 0.502
C -0.054 3.408 1.820
H 0.699 3.495 2.490
H -1.007 3.789 2.187
O -0.252 2.248 1.589
C 1.105 1.491 1.424
O 2.319 1.994 1.525
C 0.649 -0.022 1.188
N 1.219 -0.758 2.044
C 1.110 -2.237 2.119
C -0.265 -2.809 2.289
H -0.999 -1.803 2.445
C -0.992 -3.542 1.592
N -1.238 -3.066 0.172
C -2.722 -2.393 0.269
H -3.220 -3.217 0.328
H -2.742 -1.783 -0.449
H -2.618 -1.789 1.194
C -1.186 -3.925 -0.990
H 0.072 -4.178 -1.065
H -1.375 -3.140 -1.885
H -1.554 -4.717 -1.091
H -1.733 -4.261 1.811
H 0.015 -4.498 1.172
H -0.474 -3.250 3.274
H 1.318 -2.687 1.089
H 1.885 -2.535 2.899
N -0.049 -0.584 0.062
N -0.463 0.442 -0.741
C 0.247 1.152 -1.508
C 1.474 0.822 -1.877
C 2.174 1.727 -2.687
C 1.683 2.646 -3.346
C 0.338 3.099 -3.064
C -0.378 2.300 -2.231
H -1.444 2.289 -2.227
H -0.289 3.849 -3.688
Br 2.953 3.664 -4.521
H 3.340 1.407 -2.868
H 2.119 0.036 -1.422
H -1.286 0.821 -0.239
H -0.065 -1.465 0.024
H 0.452 5.440 0.679
H 1.335 4.091 0.132
H -0.483 4.212 -0.420
```

Relative energy (zero: lowest compared OMol25 entry of this formula, charge and spin)   1484.3 kJ/mol
LUMO level   0.149 eV
Orbital gap   8.2 eV



[2]
This record from the Open Molecules 2025 dataset describes C15H23CdN4P as an isolated structure at a distorted geometry. The level of theory is ωB97M-V/def2-TZVPD.

```
44
C15H23CdN4P, DFT ωB97M-V/def2-TZVPD
C 0.727 3.035 -2.726
C 1.324 3.099 -1.470
C 1.271 1.999 -0.589
C 0.602 0.849 -0.983
C -0.008 0.786 -2.227
C 0.079 1.871 -3.121
C 1.991 2.056 0.733
C 1.162 1.897 2.028
N -0.005 0.968 1.956
Cd 0.489 -0.816 0.462
C -0.829 -0.423 -2.630
P -1.593 -1.249 -1.151
H 1.845 3.998 -1.137
H -0.396 1.759 -4.100
H 0.768 3.884 -3.405
H -0.218 -1.203 -3.113
H -1.645 -0.124 -3.308
H 2.776 1.284 0.768
H 2.483 3.032 0.802
H 1.832 1.524 2.817
C -2.277 -2.811 -1.819
C -3.105 -0.211 -1.079
H 0.766 2.878 2.344
C -1.236 1.689 1.575
C -0.228 0.270 3.238
H 0.620 -4.448 0.180
H -1.464 2.454 2.336
H -1.111 2.171 0.599
H -2.074 0.984 1.511
H -0.511 0.983 4.030
H -1.037 -0.464 3.107
H 0.687 -0.262 3.525
H -3.711 -0.413 -1.978
H -3.678 -0.476 -0.180
H -2.857 0.860 -1.042
H -2.994 -2.626 -2.634
H -1.463 -3.457 -2.176
H -2.792 -3.325 -0.993
H 0.076 -4.160 0.600
N 2.270 -1.535 1.631
C 2.964 -2.455 1.906
N 3.761 -3.419 2.205
C 3.470 -4.662 1.880
N 3.268 -5.790 1.628
```

Relative energy (zero: lowest compared OMol25 entry of this formula, charge and spin)   0.0 kJ/mol
LUMO level   0.183 eV
Orbital gap   8.4 eV



[3]
This record from the Open Molecules 2025 dataset describes a 13-piece molecular cluster, C15H23Cl36N2OP overall at a distorted geometry. The level of theory is ωB97M-V/def2-TZVPD.

```
78
C15H23Cl36N2OP, DFT ωB97M-V/def2-TZVPD
C 0.468 4.150 -1.462
O 0.067 4.940 -0.356
C -1.133 5.651 -0.547
C -2.381 4.761 -0.375
N -3.457 5.522 0.267
P -5.014 5.009 -0.099
N -5.505 3.695 0.600
H 1.559 4.173 -1.508
H 0.098 4.546 -2.414
H 0.146 3.115 -1.350
H -1.149 6.126 -1.535
H -1.168 6.439 0.206
H -2.715 4.393 -1.348
H -2.078 3.882 0.204
H -3.326 5.584 1.270
H -5.755 6.149 0.249
H -5.027 4.942 -1.502
H -5.727 2.982 -0.084
C 3.080 6.863 -2.545
Cl 3.958 5.333 -2.580
Cl 1.840 6.908 -3.801
Cl 2.372 7.093 -0.950
H 3.782 7.664 -2.733
C 0.554 1.572 1.593
Cl -0.903 0.655 1.212
Cl 1.331 0.978 3.064
Cl 1.668 1.517 0.230
H 0.275 2.606 1.757
C 5.194 1.247 0.015
Cl 4.370 2.608 -0.749
Cl 4.433 0.852 1.553
Cl 5.213 -0.155 -1.058
H 6.219 1.539 0.205
C 5.799 -0.395 4.817
Cl 4.045 -0.363 4.655
Cl 6.412 1.162 5.375
Cl 6.306 -1.697 5.894
H 6.216 -0.588 3.837
C -5.797 -1.356 -0.987
Cl -6.959 -0.633 0.116
Cl -6.551 -2.626 -1.961
Cl -5.069 -0.135 -2.029
H -5.010 -1.812 -0.401
C 2.375 -3.499 3.031
Cl 1.361 -4.808 2.432
Cl 3.897 -3.434 2.135
Cl 1.541 -1.950 2.930
H 2.607 -3.691 4.070
C -0.691 -7.721 0.240
Cl 0.313 -6.663 -0.753
Cl 0.034 -9.320 0.390
Cl -0.969 -7.008 1.831
H -1.650 -7.829 -0.250
C 5.685 -5.408 -0.956
Cl 6.227 -5.415 -2.635
Cl 4.021 -5.968 -0.824
Cl 6.759 -6.375 0.056
H 5.722 -4.387 -0.599
C 2.975 5.795 2.435
Cl 4.135 6.246 3.683
Cl 2.352 4.170 2.723
Cl 1.666 6.980 2.341
H 3.492 5.791 1.483
C -1.609 0.047 -3.923
Cl -0.843 0.431 -2.382
Cl -2.224 -1.605 -3.929
Cl -2.898 1.197 -4.293
H -0.860 0.126 -4.699
C -9.089 -1.930 -4.735
Cl -9.515 -0.352 -4.080
Cl -10.533 -2.869 -5.114
Cl -8.053 -1.767 -6.154
H -8.532 -2.463 -3.976
C 0.699 -12.589 3.215
Cl -1.036 -12.429 3.492
Cl 1.075 -12.447 1.497
Cl 1.598 -11.398 4.154
H 1.002 -13.574 3.542
```

Relative energy (zero: lowest compared OMol25 entry of this formula, charge and spin)   0.0 kJ/mol
LUMO level   0.147 eV
Orbital gap   8.9 eV



[4]
This record from the Open Molecules 2025 dataset describes C15H23ClN2STc as an isolated structure at a distorted geometry. The level of theory is ωB97M-V/def2-TZVPD.

```
43
C15H23ClN2STc, DFT ωB97M-V/def2-TZVPD
C 0.230 0.846 -5.556
C 1.604 1.358 -5.574
C -0.013 -0.557 -5.905
C -0.890 1.792 -5.591
Cl 0.273 1.025 -2.105
H -0.028 -0.684 -7.002
H -0.982 -0.907 -5.527
H 0.776 -1.215 -5.516
H 1.912 1.609 -6.605
H 2.317 0.611 -5.201
H 1.706 2.269 -4.972
H -1.089 2.119 -6.627
H -0.681 2.691 -4.999
H -1.815 1.334 -5.217
C 2.013 -1.221 1.470
C 0.793 -1.792 0.915
C 0.885 -1.640 -0.547
H 0.197 -2.553 1.413
C 2.136 -0.934 -0.816
C 2.810 -0.746 0.405
H 3.820 -0.370 0.518
H 2.312 -1.294 2.508
H 0.300 -2.219 -1.258
H 2.501 -0.664 -1.797
C -2.210 0.640 1.035
C -1.946 -0.708 1.475
C -1.917 -1.552 0.313
H -1.890 -1.043 2.502
C -2.104 -0.731 -0.848
C -2.303 0.628 -0.391
H -2.481 1.496 -1.010
H -2.344 1.489 1.693
H -1.805 -2.632 0.334
H -2.101 -1.091 -1.872
Tc -0.295 -0.099 0.217
N -0.167 1.635 4.551
C 0.126 0.714 3.625
N -0.001 -0.578 3.964
S 0.663 1.281 2.082
H -0.405 1.355 5.495
H -0.031 2.618 4.339
H 0.395 -1.320 3.395
H -0.278 -0.807 4.916
```

Multiplicity   4
Relative energy (zero: lowest compared OMol25 entry of this formula, charge and spin)   35.1 kJ/mol
LUMO level (spin up / spin down)   -7.632 / -7.642 eV
Orbital gap (spin up / spin down)   5.3 / 6.6 eV
Charge   +2



[5]
This record from the Open Molecules 2025 dataset describes C15H23ClNO2 as an isolated structure at a distorted geometry. The level of theory is ωB97M-V/def2-TZVPD.

```
42
C15H23ClNO2, DFT ωB97M-V/def2-TZVPD
C -2.011 0.347 1.989
C -0.994 -0.158 2.441
C 0.272 0.431 2.551
C 1.365 -0.069 1.505
C 1.760 -1.361 1.251
C 2.500 -1.951 0.412
C 3.151 -1.065 -0.320
C 2.842 0.274 -0.468
C 2.005 0.721 0.559
O 1.775 2.169 0.857
C 1.303 2.746 -0.270
C -0.078 2.699 -0.636
H -0.464 3.353 0.264
O -0.640 1.468 -0.648
C -0.300 0.901 -2.043
H -1.067 1.191 -2.501
H 0.736 1.260 -2.260
C -0.360 -0.624 -1.610
N -1.622 -0.962 -0.852
C -1.423 -2.457 -0.260
H -0.344 -2.631 -0.037
H -2.171 -2.797 0.524
H -1.630 -3.114 -1.203
C -2.864 -0.784 -1.138
H -3.054 -1.310 -2.516
H -3.654 -0.966 -0.623
H -2.798 0.489 -1.431
H -1.514 -0.458 0.042
H -0.513 -1.183 -2.531
H 0.533 -0.909 -1.193
H -0.420 3.383 -1.478
H 1.754 3.931 -0.105
H 1.945 2.624 -1.135
H 3.464 1.046 -0.983
H 3.759 -1.403 -1.273
Cl 2.424 -3.748 0.111
H 1.182 -2.172 1.886
H 0.280 1.411 2.792
H 0.816 0.056 3.594
H -1.047 -1.485 2.878
H -2.946 -0.069 2.023
H -1.955 1.175 1.835
```

LUMO level   -2.495 eV
Orbital gap   9.9 eV
Charge   +1



[6]
This record from the Open Molecules 2025 dataset describes C15H23FeI2N3O8P2 as an isolated structure. The level of theory is ωB97M-V/def2-TZVPD.

```
54
C15H23FeI2N3O8P2, DFT ωB97M-V/def2-TZVPD
Fe -0.371 0.094 0.086
C 2.146 -3.843 -2.703
C 1.271 -2.795 -2.044
O -0.018 -2.728 -2.651
P 0.973 -3.151 -0.263
O 0.348 -4.612 -0.160
O 2.356 -3.361 0.449
O 0.091 -2.122 0.352
P 2.052 -1.118 -1.954
O 2.617 -0.832 -3.434
O 3.182 -1.185 -0.975
O 0.889 -0.192 -1.719
H 1.767 -4.848 -2.519
H 3.158 -3.780 -2.304
H 2.173 -3.659 -3.776
H -0.278 -1.796 -2.663
H -0.368 -4.755 -0.797
H 2.937 -2.602 0.158
H 3.584 -0.795 -3.411
I -3.004 3.997 2.600
C -0.961 3.543 2.752
C -0.111 4.303 3.556
C 1.223 3.993 3.637
I 2.450 5.186 4.870
C 1.761 2.906 2.913
C 3.113 2.497 2.922
C 3.508 1.427 2.168
C 2.560 0.737 1.396
N 1.293 1.087 1.368
C 0.881 2.146 2.103
C -0.523 2.444 2.010
O -1.284 1.716 1.277
H -0.506 5.138 4.117
H 3.826 3.039 3.530
H 4.539 1.102 2.152
H 2.850 -0.101 0.775
N -2.318 -0.867 1.118
C -3.646 -0.943 0.493
C -3.784 0.168 -0.538
C -2.970 -0.161 -1.791
C -2.326 1.059 -2.428
N -1.308 1.597 -1.514
H -2.044 -1.756 1.517
H -2.328 -0.171 1.858
H -4.443 -0.864 1.238
H -3.745 -1.913 0.001
H -3.418 1.085 -0.066
H -4.834 0.315 -0.793
H -3.598 -0.680 -2.519
H -2.151 -0.839 -1.514
H -3.085 1.807 -2.673
H -1.835 0.760 -3.355
H -1.714 2.239 -0.840
H -0.574 2.082 -2.014
```

Multiplicity   5
Relative energy (zero: lowest compared OMol25 entry of this formula, charge and spin)   34.8 kJ/mol
LUMO level (spin up / spin down)   0.181 / 0.028 eV
Orbital gap (spin up / spin down)   7.6 / 7.4 eV



no.,energy (Eh)
1,-3528.294624
2,-1313.400355
3,-17678.251458
4,-1633.421037
5,-1250.042220
6,-3893.732145